# C36H104N16O12

A 12-piece molecular cluster, C36H104N16O12 overall at a distorted geometry (the ωB97M-V functional and the def2-TZVPD basis, the OMol25 dataset).

```
168
Properties=species:S:1:pos:R:3:forces:R:3:mulliken_charge:R:1
C -0.5229 5.5025 -2.8974 0.05 0.50 0.53 -0.90
O -1.2684 4.8607 -1.8716 -0.47 0.50 -0.75 -0.29
C -0.7996 5.1715 -0.5864 -1.50 0.14 0.63 -0.66
C -1.7899 4.6921 0.4807 -0.29 0.74 0.99 1.63
C -3.1562 5.4289 0.5682 0.34 -1.99 -0.56 -1.31
N -1.1406 4.9966 1.7708 0.62 -0.56 -0.47 -0.80
H -0.2558 6.5434 -2.6711 0.33 -0.17 0.78 0.39
H -1.1070 5.7239 -3.7917 -0.20 -1.17 -0.15 0.25
H 0.3767 4.9004 -3.0266 0.16 0.25 -0.70 0.29
H 0.1959 4.7513 -0.4181 0.12 0.17 0.08 0.16
H -0.8690 6.2492 -0.3906 0.83 0.16 -0.40 0.39
H -2.0485 3.6258 0.4304 0.23 -0.10 -0.45 -0.44
H -3.5646 4.9439 1.4581 -0.30 0.64 0.28 0.23
H -3.8077 5.0428 -0.2204 -0.02 0.61 -0.29 0.34
H -3.1223 6.5100 0.6504 0.11 -0.01 -0.03 0.31
H -1.6378 4.4961 2.4970 -0.08 0.20 0.13 0.37
H -0.2396 4.5136 1.7544 -0.19 0.37 0.23 0.22
C 1.8248 -0.7727 4.8290 -0.11 0.02 0.18 -0.02
O 2.8393 0.2094 4.8634 0.82 -0.12 0.07 -0.46
C 3.2393 0.6578 3.5711 -0.89 -0.29 -0.20 0.39
C 4.1003 -0.3930 2.8697 0.88 -1.02 -1.53 0.86
C 5.5645 -0.6268 3.2918 -1.14 0.76 1.90 -1.85
N 4.0639 -0.2480 1.4016 -0.31 1.07 -0.09 0.81
H 0.8827 -0.2628 4.6101 -0.25 -0.32 0.20 -0.06
H 1.8353 -1.2893 5.7890 -0.28 0.43 0.24 0.45
H 1.9395 -1.5999 4.1189 0.35 0.35 -0.43 -0.14
H 2.3034 0.8183 3.0193 0.16 -0.34 -0.46 -0.39
H 3.6258 1.6774 3.6097 0.64 -0.19 0.51 0.27
H 3.6165 -1.3572 3.0439 -0.22 0.07 0.12 -0.18
H 6.0052 -1.4508 2.7402 0.10 0.19 -0.18 0.29
H 5.5142 -0.8839 4.3574 0.32 -0.27 -0.02 0.48
H 6.1458 0.2974 3.2959 0.18 -0.08 -0.56 0.35
H 4.7655 0.4053 1.0709 0.02 0.03 0.07 -0.08
H 4.2800 -1.0993 0.8875 -0.11 0.19 0.35 -0.41
C -1.7026 1.3378 -2.9765 1.09 0.73 0.17 0.42
O -1.6856 0.9828 -4.3479 0.03 0.06 -0.07 -0.11
C -2.5792 1.7573 -5.0983 -2.58 -0.48 0.51 -0.90
C -3.1651 1.0117 -6.2846 0.43 -0.88 -2.47 0.21
C -3.5757 -0.4764 -6.0362 0.34 1.39 1.34 -0.96
N -2.2258 0.9391 -7.4379 0.73 1.14 0.66 -0.73
H -0.9031 0.7739 -2.4927 -0.12 -0.03 0.06 -0.52
H -2.6210 1.1937 -2.3988 -0.30 -0.44 -0.60 -0.44
H -1.4743 2.4066 -2.9120 0.10 0.06 0.27 0.61
H -3.4786 1.8990 -4.4753 0.00 -0.03 0.18 0.40
H -2.3442 2.8033 -5.3282 1.03 -0.27 -0.23 0.31
H -3.9267 1.6686 -6.7163 -0.62 -0.29 0.69 0.29
H -4.2101 -0.5661 -5.1502 -0.07 -0.23 -0.07 0.21
H -2.6013 -0.9117 -5.8238 -0.19 -0.49 0.14 0.18
H -4.0154 -1.0041 -6.8779 -0.11 0.39 -0.18 0.43
H -2.4607 0.1982 -8.0776 0.11 -0.20 0.07 0.25
H -1.2898 0.8180 -7.0685 0.09 -0.33 -0.39 0.26
C 6.2038 1.6303 -1.3286 -0.61 -0.43 -0.06 -1.10
O 4.9810 0.9432 -1.0833 -0.19 -0.01 0.53 0.09
C 3.9398 1.2792 -1.9865 -0.23 0.14 -0.07 -0.10
C 4.2038 0.7545 -3.3862 -1.62 -1.07 -0.45 0.40
C 2.9874 1.1191 -4.2721 0.86 2.84 -0.19 -1.48
N 4.2437 -0.7102 -3.4409 0.76 -0.15 1.40 -0.77
H 5.9823 2.6896 -1.4858 0.28 0.07 -0.27 0.41
H 6.6922 1.1494 -2.1770 0.28 0.45 -0.09 0.27
H 6.8486 1.5254 -0.4569 -0.12 -0.11 0.07 0.24
H 2.9892 0.8368 -1.6713 0.26 -0.23 0.54 -0.43
H 3.7732 2.3635 -1.9651 0.17 0.16 -0.21 0.46
H 5.1829 1.1578 -3.6579 -0.32 -0.01 -0.83 0.45
H 2.7744 0.6155 -5.2113 0.58 -0.58 0.20 0.37
H 3.2161 2.1607 -4.5483 -0.36 0.00 -0.38 0.44
H 2.0337 1.2499 -3.7530 0.15 -0.55 0.47 0.20
H 3.2871 -1.0270 -3.3290 -0.20 -0.13 -0.22 0.19
H 4.6745 -1.0037 -2.5563 0.27 -0.38 -0.36 0.33
C 2.5269 -4.9276 -2.5807 0.36 -0.11 0.05 -1.05
O 1.7705 -3.7425 -2.3369 0.23 -0.64 -0.38 0.54
C 1.2914 -3.2297 -3.5645 0.69 0.92 -1.25 -2.26
C 0.2949 -2.0932 -3.3832 -0.69 -0.49 0.21 2.12
C -0.8536 -2.5902 -2.5467 -0.35 -0.33 1.00 -0.25
N -0.2058 -1.6059 -4.6711 0.50 0.01 -0.02 -0.64
H 3.5514 -4.7802 -2.9380 -0.02 0.70 -0.05 0.27
H 2.0583 -5.5347 -3.3577 -0.31 -0.18 0.23 0.42
H 2.6446 -5.4801 -1.6510 -0.33 -0.02 0.04 0.21
H 2.1294 -2.8713 -4.1755 0.22 0.20 0.14 0.47
H 0.8747 -3.9987 -4.2273 -0.45 -0.27 0.45 0.45
H 0.7358 -1.2629 -2.8229 0.33 -0.04 -0.11 -0.63
H -1.4746 -3.3705 -2.9995 0.20 0.07 -0.53 0.59
H -1.5119 -1.7597 -2.2866 0.07 -0.10 0.27 -0.03
H -0.4455 -3.0734 -1.6538 -0.27 0.34 0.28 -0.79
H -0.4151 -0.6149 -4.5934 0.02 -0.09 -0.12 0.37
H -1.1067 -2.0462 -4.8110 0.00 -0.04 -0.24 0.34
C -4.9119 1.2915 -0.0473 0.64 1.00 -0.55 -0.07
O -5.8291 0.3014 -0.3933 -0.65 -0.22 0.62 -0.47
C -5.5808 -0.9799 0.1596 0.38 -0.53 -1.00 -0.92
C -4.3294 -1.6471 -0.5056 -0.06 0.47 0.94 1.89
C -4.6089 -1.7190 -1.9918 1.00 1.68 -0.57 -1.40
N -4.0236 -2.9638 0.0562 -0.10 -0.69 1.05 -0.73
H -5.3828 2.2778 0.0341 -0.44 -0.24 -0.19 0.40
H -4.2096 1.3751 -0.8883 0.40 0.11 0.43 -0.23
H -4.3857 1.1913 0.9082 0.03 -0.65 -0.07 0.10
H -5.5575 -0.9282 1.2507 0.28 -0.12 0.06 0.35
H -6.4270 -1.5783 -0.1826 -0.20 -0.05 0.39 0.44
H -3.4618 -1.0303 -0.2462 -0.08 0.47 -0.64 -0.72
H -3.8128 -2.1515 -2.6009 -0.29 -0.95 0.34 0.33
H -4.5077 -0.6935 -2.3747 -0.52 0.17 0.15 0.21
H -5.6253 -2.0301 -2.2224 0.18 -0.47 -0.08 0.36
H -4.2792 -2.9974 1.0439 -0.56 0.09 -0.14 0.35
H -3.0185 -3.0620 0.1764 0.10 0.04 -0.71 0.12
C -0.5316 -6.7232 -1.5106 0.49 -0.53 -0.06 -0.62
O -0.6018 -6.2542 -0.1833 -1.07 0.40 -0.06 -0.43
C 0.5102 -5.5573 0.2582 2.03 -0.47 -0.06 0.44
C 0.3900 -5.1810 1.7325 0.21 -0.02 -0.62 -0.17
C -0.6918 -4.1146 1.8781 0.37 -0.77 -0.09 -1.33
N 1.6815 -4.6171 2.2027 0.05 -0.27 0.98 -0.75
H 0.4137 -7.2567 -1.6677 0.16 0.10 -0.01 0.33
H -0.6127 -5.9503 -2.2771 -0.07 0.27 0.18 0.09
H -1.3063 -7.4718 -1.6615 -0.25 0.22 0.15 0.31
H 1.3843 -6.2149 0.0903 0.10 -0.15 0.47 0.51
H 0.8426 -4.6782 -0.3151 -0.93 0.24 -0.21 -0.66
H 0.2356 -6.1003 2.3027 -0.76 0.10 -0.01 0.53
H -0.4615 -3.2569 1.2408 0.19 0.12 0.16 0.03
H -0.7324 -3.8265 2.9271 -0.46 0.13 -0.07 0.45
H -1.6267 -4.5196 1.4924 -0.18 0.03 0.43 0.49
H 2.2722 -5.3781 2.5418 0.04 -0.28 -0.69 0.35
H 1.4872 -4.2123 3.1200 -0.18 0.58 -0.29 0.14
C 0.0333 2.4023 4.2941 0.92 1.33 -0.76 -0.36
O -1.1798 3.0681 3.9853 -0.06 -0.65 1.69 -0.42
C -2.2825 2.2704 4.4073 -0.76 -0.41 -1.27 0.00
C -3.5844 3.0995 4.4380 1.03 -0.08 0.56 1.44
C -3.6883 3.8960 5.7419 -1.32 1.24 -0.93 -1.65
N -4.7529 2.2606 4.3021 -0.22 -0.51 -0.07 -0.60
H 0.8113 3.1606 4.1722 0.03 0.00 -0.05 0.33
H 0.2833 1.6444 3.5460 -0.35 -0.37 0.16 -0.38
H 0.1533 2.0512 5.3204 -0.56 -0.26 0.04 0.55
H -2.3476 1.4745 3.6507 -0.37 -0.06 -0.01 -0.29
H -2.1463 1.7390 5.3541 0.33 0.39 0.27 0.40
H -3.5399 3.8082 3.6024 0.30 0.14 0.07 -0.72
H -2.9507 4.6969 5.8063 0.39 -0.40 0.34 0.35
H -3.8923 3.3428 6.6564 0.69 -0.41 -0.10 0.35
H -4.6269 4.4541 5.6169 -0.02 0.11 0.10 0.41
H -5.4872 2.7581 3.8167 -0.07 0.00 0.09 0.31
H -4.5553 1.4166 3.7753 -0.09 -0.04 0.08 0.17
N -3.0046 -1.3968 5.4554 0.08 0.41 0.19 -0.49
C -3.1357 -1.0697 4.1307 -0.89 -1.51 -0.58 0.75
N -2.1139 -1.5806 3.3601 -0.82 0.92 0.21 0.14
O -4.1419 -0.5748 3.6450 0.52 0.27 0.20 -0.70
H -2.2312 -1.9888 5.6845 -0.01 -0.17 0.34 0.13
H -3.8419 -1.5129 6.0001 -0.02 0.20 -0.07 0.28
H -1.3325 -1.9309 3.8748 0.60 0.13 -0.55 0.06
H -2.0584 -1.1696 2.4369 0.55 -0.24 0.01 -0.23
N 1.2887 -0.3668 0.7535 -0.20 0.03 0.66 2.17
C 0.1258 0.2305 0.4351 -0.61 0.16 -1.82 -0.96
N 0.0489 1.5828 0.5816 0.42 -0.15 0.43 1.79
O -0.7881 -0.3983 -0.1186 -0.12 -0.11 0.66 -0.04
H 2.1555 0.1291 0.9348 0.15 -0.46 0.04 -1.08
H 1.2917 -1.3669 0.6598 0.29 0.01 -0.04 -0.59
H -0.5406 2.0614 -0.0770 -0.21 0.01 0.16 -0.48
H 0.7938 2.1193 1.0193 -0.28 0.03 -0.21 -0.30
N 3.2643 -3.1577 0.2136 -0.99 0.64 -1.26 1.14
C 4.6013 -3.2265 0.4138 1.16 -0.48 0.47 0.00
N 4.8984 -4.0064 1.5146 -1.05 -0.13 0.04 -0.27
O 5.4427 -2.6565 -0.2732 -0.47 -0.18 0.18 -0.63
H 2.9829 -2.8399 -0.7055 0.09 0.04 0.04 -0.36
H 2.5227 -3.6334 0.7352 0.85 -0.06 0.26 -0.25
H 4.0518 -4.2846 1.9786 0.28 -0.29 0.43 0.05
H 5.7635 -4.1243 2.0024 0.31 0.39 -0.40 0.26
N 3.1282 5.2679 1.8549 -0.83 1.34 0.47 -0.42
C 2.6616 4.0802 1.4338 1.08 -1.00 0.92 0.13
N 3.6819 3.2647 0.9944 -1.07 -0.35 -0.43 -0.07
O 1.4897 3.7317 1.5897 1.03 0.02 -0.56 -0.44
H 4.0623 5.6071 1.7477 0.15 -0.17 -0.18 0.16
H 2.4630 5.8832 2.2987 0.06 -0.04 -0.15 0.26
H 3.4764 2.3048 0.7568 0.10 0.06 -0.02 -0.34
H 4.6378 3.5176 1.1416 0.13 0.02 -0.02 0.21
```
Forces are in eV/Å.

Computed properties:
Frontier orbital gap = 0.3160 Ha
Largest force on an atom = 0.0578 Eh/bohr
SMILES = COC[C@H](C)N.COC[C@H](C)N.COC[C@H](C)N.COC[C@H](C)N.COC[C@H](C)N.COC[C@H](C)N.COC[C@H](C)N.COC[C@H](C)N.NC(N)=O.NC(N)=O.NC(N)=O.NC(N)=O
DFT total energy = -3212.9463 hartree
Lowest unoccupied orbital energy = -0.087 eV
Energy relative to the best compared isomer or geometry (same formula, charge and spin) = 1.7380 eV
HOMO level = -8.685 eV
Total charge = 0

***

# C9H16N2O4P

A 2-piece molecular cluster, C9H16N2O4P overall at a distorted geometry (the ωB97M-V functional and the def2-TZVPD basis, the OMol25 dataset).

```
32
Properties=species:S:1:pos:R:3:forces:R:3:mulliken_charge:R:1
C -0.7053 1.4556 1.9584 0.21 -0.05 -1.19 -0.57
N -1.8268 0.7746 1.2192 -2.58 2.34 2.12 -0.49
C -3.0473 1.5018 1.4879 0.34 -0.25 0.02 0.18
C -3.2520 3.0161 1.0674 -3.60 -1.55 2.49 -0.29
C -4.5856 3.6641 1.4713 1.94 -1.73 -0.28 -0.21
N -5.6884 3.0659 2.1535 3.39 -2.09 -0.79 -0.63
C -5.4862 1.6974 2.4996 2.21 -0.56 -1.09 -0.14
C -4.2499 0.8190 2.2308 -1.18 4.25 -1.08 -0.40
H 0.2695 1.0674 1.4838 -1.19 0.68 0.92 0.07
H -0.7062 1.2258 3.0832 0.04 0.17 -1.26 0.16
H -0.7281 2.5984 1.8591 0.20 -1.26 0.16 0.21
H -2.4410 3.5902 0.5172 -1.27 -0.87 0.85 0.34
H -4.7098 4.7746 1.1901 -0.02 -1.86 0.50 0.25
H -6.3625 1.1774 3.0382 1.37 1.07 -0.84 0.24
H -4.2393 -0.2574 2.5895 0.19 1.61 -0.64 0.28
C 4.3456 -0.9364 -3.1401 0.30 0.29 -0.22 -0.70
O 3.1619 -1.5992 -2.7221 -0.35 -0.38 0.35 -0.27
P 2.6268 -1.2676 -1.2442 -0.85 0.86 0.53 1.02
O 2.4199 0.1701 -0.9731 0.55 -1.29 -0.20 -0.67
O 3.6879 -1.9812 -0.2810 -0.51 0.48 -0.24 -0.32
C 4.1338 -3.2909 -0.5948 0.24 -0.41 -0.11 -0.64
O 1.3258 -2.1843 -1.1145 1.41 0.02 -0.26 -0.29
C 0.0720 -1.5795 -1.4400 -0.80 0.51 0.07 -0.64
H 4.8885 -1.5937 -3.8217 -0.14 -0.03 0.05 0.25
H 4.0826 -0.0150 -3.6646 0.07 -0.03 0.12 0.25
H 4.9947 -0.7014 -2.2926 -0.04 0.05 -0.04 0.34
H 5.0932 -3.2231 -1.1154 -0.07 -0.07 -0.01 0.24
H 3.4203 -3.8285 -1.2219 0.03 0.03 0.06 0.31
H 4.2775 -3.8448 0.3336 -0.07 0.14 -0.01 0.26
H -0.6483 -2.3652 -1.6663 0.23 -0.10 0.05 0.22
H 0.1639 -0.9239 -2.3085 0.01 -0.03 0.09 0.30
H -0.2872 -1.0062 -0.5823 -0.04 0.07 -0.12 0.32
```
Forces are in eV/Å.

Computed properties:
Frontier orbital gap = 0.1792 Ha
Largest force on an atom = 0.0903 Eh/bohr
DFT total energy = -1104.3386 hartree
Lowest unoccupied orbital energy = 2.410 eV
Energy relative to the best compared isomer or geometry (same formula, charge and spin) = 2.3847 eV
HOMO level = -2.465 eV
Total charge = -1

***

# C23H48BO9

A 5-piece molecular cluster, C23H48BO9 overall at a distorted geometry (the ωB97M-V functional and the def2-TZVPD basis, the OMol25 dataset).

```
81
Properties=species:S:1:pos:R:3:forces:R:3:mulliken_charge:R:1
C 3.2938 -0.4177 3.4211 0.18 -0.26 -0.20 -1.10
B 1.9916 -1.0740 2.7462 0.31 0.04 0.04 0.54
O 1.2603 -0.1363 1.9050 -0.71 -0.07 0.44 -0.49
C 1.5770 -2.4973 2.9695 -0.73 0.57 -1.06 -1.80
C 0.0999 -2.8273 2.6548 0.29 -0.11 -0.03 0.65
C -0.9239 -2.2706 3.6677 0.40 0.00 0.22 -1.22
C -1.5853 -0.9068 3.4093 -0.20 -0.14 -0.13 1.21
C -2.8159 -0.7691 4.3054 -0.05 -0.20 -0.04 -1.74
C -1.9986 -0.7159 1.9528 0.19 0.21 0.16 -0.97
H 2.9679 0.1872 4.2774 0.04 0.05 -0.01 0.30
H 3.8781 0.2266 2.7540 -0.04 0.08 0.02 0.26
H 3.9381 -1.2047 3.8233 0.04 0.05 0.04 0.23
H 0.8474 0.5798 2.4003 0.28 0.16 -0.11 0.18
H 2.2138 -3.1297 2.3270 0.45 -0.40 0.84 0.20
H -0.1839 -2.5349 1.6305 -0.17 -0.02 0.01 0.22
H -0.0242 -3.9190 2.6873 0.00 0.02 -0.02 -0.20
H -1.7175 -3.0086 3.8265 -0.02 0.16 -0.11 0.43
H -0.3753 -2.1821 4.6131 -0.08 -0.12 0.07 0.40
H -0.8865 -0.1061 3.6720 0.06 -0.01 -0.04 0.11
H -3.4850 -1.6141 4.1144 -0.03 0.01 0.01 0.31
H -3.3804 0.1417 4.0888 0.09 0.10 0.12 0.41
H -2.5535 -0.8009 5.3654 0.01 0.08 0.01 0.40
H -2.6435 -1.5371 1.6285 -0.04 0.05 -0.05 0.15
H -2.5160 0.2436 1.8404 -0.13 -0.08 -0.07 0.45
H -1.1026 -0.6824 1.3380 -0.02 -0.09 -0.15 0.07
O -0.8854 3.3187 0.6613 -0.11 0.05 0.08 -0.59
C -0.9893 2.8748 -0.4502 -0.02 -0.14 -0.01 0.72
O -1.5407 3.6758 -1.4005 0.14 -0.08 0.01 -0.40
C -1.5105 3.3012 -2.7882 -0.04 0.02 -0.01 -0.28
C -2.6614 2.3933 -3.1635 -0.04 0.00 0.08 -1.16
C -0.5784 1.4677 -0.7985 0.27 0.03 0.00 -0.45
H -0.5476 2.8662 -3.0390 0.00 -0.01 -0.02 0.35
H -1.5804 4.2416 -3.3320 0.00 0.02 0.03 0.44
H -2.6165 1.4476 -2.6238 0.02 -0.01 -0.03 0.25
H -2.6259 2.1862 -4.2325 0.01 0.01 0.00 0.37
H -3.6113 2.8727 -2.9224 0.00 0.01 -0.02 0.33
H -1.4094 0.8003 -0.5672 -0.01 0.00 0.01 0.11
H 0.2605 1.1826 -0.1645 -0.09 -0.01 0.13 0.06
H -0.2856 1.3297 -1.8351 -0.09 -0.01 -0.03 0.25
O 2.6493 4.0298 -1.1521 -0.03 0.01 -0.10 -0.54
C 2.4931 5.0584 -0.5569 0.05 -0.06 0.18 0.70
O 3.6034 5.7864 -0.2550 -0.06 0.04 -0.12 -0.39
C 3.5280 7.0891 0.3236 0.02 0.02 0.08 -0.39
C 3.3915 7.0404 1.8315 -0.01 -0.07 0.00 -0.94
C 1.1386 5.5335 -0.0977 0.03 0.22 -0.30 -0.48
H 2.7272 7.6703 -0.1354 -0.01 -0.01 -0.01 0.37
H 4.4687 7.5633 0.0440 0.01 -0.01 0.01 0.30
H 2.4608 6.5601 2.1321 -0.01 0.03 -0.01 0.27
H 3.4069 8.0503 2.2445 0.01 0.01 0.00 0.34
H 4.2162 6.4733 2.2624 0.01 0.01 0.01 0.29
H 0.8960 5.0862 0.8651 0.03 -0.05 -0.02 0.28
H 0.4082 5.1779 -0.8186 -0.04 -0.06 0.09 -0.16
H 1.0471 6.6145 -0.0266 0.04 0.01 0.09 0.30
O -0.3157 2.9327 -5.5369 -0.03 0.12 -0.21 -0.54
C 0.3259 2.0237 -5.9878 0.13 -0.09 0.27 0.93
O 0.0847 0.7868 -5.5081 -0.11 0.01 -0.12 -0.37
C 0.7006 -0.3941 -6.0364 0.07 -0.07 0.02 -0.42
C 2.0566 -0.6534 -5.4165 0.00 0.08 0.04 -1.00
C 1.4345 2.2404 -6.9894 -0.12 -0.04 -0.13 -1.21
H 0.7470 -0.3468 -7.1254 0.00 0.03 0.00 0.37
H 0.0071 -1.1930 -5.7795 0.00 0.01 0.02 0.34
H 2.7651 0.1415 -5.6503 0.00 -0.01 -0.03 0.27
H 2.4633 -1.5949 -5.7870 -0.01 -0.01 0.00 0.38
H 1.9673 -0.7156 -4.3325 0.00 -0.02 0.00 0.30
H 2.3390 2.4968 -6.4374 0.00 -0.01 0.01 0.27
H 1.1591 3.0876 -7.6113 0.02 0.05 0.05 0.34
H 1.6426 1.3853 -7.6258 0.04 -0.02 0.04 0.35
O -2.8287 -4.5969 2.5271 -0.41 -0.07 0.00 -0.47
C -2.5487 -5.6890 2.1353 0.36 -0.01 0.03 0.70
O -3.1044 -6.7677 2.7583 -0.08 0.06 -0.11 -0.38
C -2.9274 -8.0970 2.2740 0.04 -0.05 0.02 -0.43
C -1.6425 -8.7255 2.7745 0.02 0.06 0.02 -0.96
C -1.5297 -5.8961 1.0387 -0.16 -0.07 -0.11 -0.98
H -2.9925 -8.1243 1.1850 0.01 0.01 0.00 0.37
H -3.7887 -8.6429 2.6590 0.00 0.00 0.01 0.30
H -0.7671 -8.1893 2.4094 0.00 -0.01 -0.02 0.28
H -1.5747 -9.7627 2.4421 -0.01 -0.01 0.00 0.35
H -1.6179 -8.7047 3.8638 0.00 -0.01 0.00 0.29
H -0.5401 -5.8767 1.4965 0.00 0.02 0.00 0.25
H -1.5975 -5.0448 0.3672 0.06 0.06 0.06 0.35
H -1.6459 -6.8152 0.4700 0.03 -0.03 0.03 0.34
```
Forces are in eV/Å.

Computed properties:
Frontier orbital gap = 0.1343 Ha
Largest force on an atom = 0.0274 Eh/bohr
DFT total energy = -1607.1887 hartree
Lowest unoccupied orbital energy = 2.045 eV
HOMO level = -1.610 eV
Total charge = -1